Density functional theory data (ωB97M-V/def2-TZVPD) for a structure of composition C21H60B3O3PRb2V.

Atoms and positions in Å:
Rb -4.124 0.474 4.719
Rb -0.138 -0.639 5.648
V -1.700 2.084 1.635
C 3.168 0.711 3.241
C 3.795 1.359 1.989
C 3.438 0.724 0.650
C 1.984 0.279 0.458
P 1.679 -0.319 -1.220
C 2.971 -1.529 -1.711
C 3.080 -2.831 -0.932
C 4.146 -3.750 -1.522
C 3.794 -4.331 -2.901
C 0.007 -0.990 -1.385
C -0.111 -2.017 -2.510
C -1.573 -2.202 -2.925
C -2.334 -1.014 -3.491
C 1.811 1.202 -2.249
C 1.288 0.969 -3.667
C 1.565 2.193 -4.566
C 1.790 1.889 -6.037
H 3.426 1.236 4.152
H 3.449 -0.354 3.297
H 2.086 0.538 3.172
H 4.888 1.346 1.974
H 3.563 2.426 2.009
H 4.089 -0.153 0.534
H 3.702 1.362 -0.200
H 1.370 1.143 0.730
H 1.735 -0.461 1.222
H 3.946 -1.038 -1.784
H 2.742 -1.702 -2.769
H 2.156 -3.414 -0.992
H 3.293 -2.666 0.126
H 4.300 -4.593 -0.845
H 5.114 -3.258 -1.657
H 4.614 -4.996 -3.172
H 3.801 -3.532 -3.644
H 2.838 -4.851 -2.873
H -0.692 -0.153 -1.507
H -0.358 -1.313 -0.405
H 0.306 -2.973 -2.198
H 0.420 -1.588 -3.364
H -2.149 -2.654 -2.114
H -1.559 -2.992 -3.684
H -3.307 -1.372 -3.827
H -1.793 -0.667 -4.374
H -2.533 -0.235 -2.754
H 2.838 1.558 -2.205
H 1.111 1.831 -1.681
H 0.229 0.749 -3.553
H 1.794 0.111 -4.124
H 2.479 2.657 -4.181
H 0.782 2.927 -4.370
H 2.183 2.755 -6.571
H 0.857 1.547 -6.488
H 2.544 1.121 -6.231
B -2.466 2.754 6.054
H -2.278 2.071 5.161
H -1.579 2.638 6.791
H -2.542 3.862 5.719
H -3.467 2.420 6.495
B -0.954 0.186 2.592
H -1.721 0.555 3.310
H -1.301 0.086 1.520
H -0.220 1.055 2.587
H -0.494 -0.759 3.023
B 1.105 2.389 5.557
H 0.239 1.849 5.032
H 1.671 2.915 4.681
H 0.755 3.160 6.345
H 1.762 1.549 5.994
C -1.873 2.238 -1.660
O -1.166 2.088 -0.481
H -2.964 2.131 -1.508
H -1.774 3.244 -2.089
H -1.688 1.464 -2.411
C -5.127 2.439 1.874
O -3.838 1.916 1.816
H -5.574 2.271 2.867
H -5.110 3.539 1.845
H -5.824 2.103 1.097
C -2.932 -1.828 0.905
C -4.186 -2.591 0.628
O -4.208 -3.689 0.104
C -5.526 -1.975 1.005
H -2.110 -2.542 0.841
H -3.040 -1.470 1.919
H -2.763 -1.125 0.091
H -5.686 -0.994 0.560
H -5.563 -1.926 2.100
H -6.360 -2.631 0.766

Molar mass (g/mol): 646.0
⟨S²⟩: 3.755
HOMO (alpha / beta) (eV): -7.1 / -7.1
Lowest unoccupied orbital energy (alpha / beta) (eV): -0.862 / -0.864
Total energy (eV): -67202.186
Orbital gap (alpha / beta) (eV): 6.21 / 6.20
Spin multiplicity: 4
Net charge: 0

Löwdin atomic charge list, values in e, 4 entries: 0.8600 0.8579 1.0032 -0.0932

Density functional theory data (ωB97M-V/def2-TZVPD) for a cluster of 2 separate species, CH4NO2S in total.

Atoms and positions in Å:
C 0.777 1.459 0.447
N 1.080 0.651 1.354
O -1.547 -0.273 -1.143
O -0.289 -1.523 0.512
S -0.482 -1.304 -0.967
H 1.242 2.427 0.318
H 0.051 1.358 -0.456
H -1.256 -2.651 -1.316
H 0.424 -0.144 1.250

Molar mass (g/mol): 94.1
HOMO (eV): -3.6
Lowest unoccupied orbital energy (eV): 4.057
Total energy (eV): -17521.568
Energy above the lowest of the compared OMol25 structures with the same formula, charge and spin (kcal per mole): 79.8
Orbital gap (eV): 7.66
Spin multiplicity: 1
Net charge: -1

Löwdin atomic charge list, values in e, 4 entries: -0.2193 0.0140 -0.6563 -0.6561

Density functional theory data (ωB97M-V/def2-TZVPD) for a structure of composition C11H9AsBF6NO2PPdS5.

Atoms and positions in Å:
Pd -0.235 -0.690 -0.292
S 0.762 4.616 -0.168
As 0.685 2.648 0.535
S -0.999 1.522 -0.315
S 2.464 1.592 -0.408
S 0.803 2.409 2.655
O 1.931 -0.920 -1.626
B 2.060 -0.203 -0.385
O 2.644 -1.084 0.569
C 2.734 -2.297 -0.036
C 3.154 -3.493 0.503
C 3.138 -4.607 -0.337
C 2.699 -4.512 -1.654
C 2.266 -3.300 -2.188
C 2.309 -2.207 -1.356
H 3.462 -3.556 1.539
H 3.450 -5.569 0.052
H 2.661 -5.403 -2.268
H 1.856 -3.221 -3.186
F -1.139 -1.479 -2.831
P -1.876 -2.886 -2.484
F -2.719 -2.147 -1.308
F -0.695 -3.214 -1.409
F -1.016 -3.620 -3.644
F -3.045 -2.545 -3.546
F -2.597 -4.289 -2.122
S -0.354 -1.658 1.935
C -1.781 -0.744 2.215
N -1.665 0.512 2.683
C -2.703 1.342 2.867
C -3.980 0.914 2.650
C -4.165 -0.398 2.183
C -3.088 -1.217 1.973
H -0.706 0.955 2.741
H -2.426 2.346 3.157
H -4.812 1.589 2.789
H -5.162 -0.759 1.959
H -3.198 -2.209 1.560

Molar mass (g/mol): 684.6
⟨S²⟩: 0.756
HOMO (alpha / beta) (eV): -2.1 / -2.2
Lowest unoccupied orbital energy (alpha / beta) (eV): 4.533 / 4.396
Total energy (eV): -161916.967
Energy above the lowest of the compared OMol25 structures with the same formula, charge and spin (kcal per mole): 26.6
Orbital gap (alpha / beta) (eV): 6.67 / 6.63
Spin multiplicity: 2
Net charge: -2

Löwdin atomic charge list, values in e, 4 entries: 0.3979 -0.2055 -0.3989 0.0549

Density functional theory data (ωB97M-V/def2-TZVPD) for a structure of composition C24H28N7O3PS5V.

Atoms and positions in Å:
V 0.895 0.299 1.570
N 2.638 -3.360 2.409
C 3.401 -2.727 3.365
C 3.073 -1.412 3.301
N 2.127 -1.220 2.318
C 1.887 -2.414 1.808
C 0.848 -2.507 0.815
N 0.134 -1.420 0.594
C -0.733 -1.738 -0.424
C -0.532 -3.029 -0.795
N 0.465 -3.517 0.012
H 2.644 -4.343 2.202
H 4.092 -3.263 3.987
H 3.453 -0.593 3.885
H -1.417 -1.009 -0.822
H -0.980 -3.632 -1.561
H 0.958 -4.379 -0.141
O 2.147 0.648 -0.085
C 3.279 1.451 0.208
C 2.956 2.390 1.340
C 3.573 3.620 1.466
C 3.305 4.404 2.579
C 2.426 3.921 3.531
C 1.827 2.690 3.322
N 2.069 1.941 2.245
H 2.435 -0.131 -0.677
H 3.599 2.004 -0.679
H 4.104 0.798 0.522
H 4.250 3.950 0.690
H 3.768 5.375 2.692
H 2.182 4.482 4.421
H 1.102 2.285 4.020
C -5.351 1.070 1.393
C -3.972 0.901 0.802
O -3.070 0.434 1.827
P -1.788 1.289 2.246
S -0.748 0.078 3.447
S -0.777 1.984 0.695
O -2.403 2.565 2.998
C -3.148 2.381 4.223
C -2.304 2.756 5.417
H -6.055 1.386 0.622
H -5.342 1.827 2.176
H -5.710 0.134 1.820
H -3.598 1.834 0.374
H -3.959 0.145 0.016
H -3.512 1.353 4.282
H -4.013 3.041 4.139
H -1.484 2.053 5.557
H -2.918 2.756 6.318
H -1.891 3.756 5.286
S 0.873 1.254 -6.275
C 1.247 0.108 -5.130
S 2.402 0.367 -3.864
C 2.067 -1.183 -3.187
N 1.185 -1.866 -3.850
N 0.757 -1.135 -4.955
C -0.256 -1.754 -5.745
C -1.283 -2.433 -5.106
C -2.271 -3.044 -5.859
C -2.234 -2.978 -7.246
C -1.198 -2.305 -7.873
C -0.201 -1.691 -7.128
S 2.903 -1.732 -1.760
H -1.293 -2.475 -4.028
H -3.075 -3.568 -5.360
H -3.009 -3.452 -7.833
H -1.157 -2.255 -8.952
H 0.610 -1.167 -7.607

Molar mass (g/mol): 704.8
⟨S²⟩: 0.766
HOMO (alpha / beta) (eV): -6.7 / -5.9
Lowest unoccupied orbital energy (alpha / beta) (eV): 0.079 / 0.080
Total energy (eV): -131072.953
Energy above the lowest of the compared OMol25 structures with the same formula, charge and spin (kcal per mole): 3.2
Orbital gap (alpha / beta) (eV): 6.74 / 5.99
Spin multiplicity: 2
Net charge: 0

Löwdin atomic charge list, values in e, 4 entries: 0.3331 0.1298 -0.0661 -0.0889

Density functional theory data (ωB97M-V/def2-TZVPD) for a structure of composition C3H5CeO3.

Atoms and positions in Å:
H -1.581 1.168 -0.654
C -2.847 0.899 -0.032
C -1.911 -0.186 -0.390
O -1.054 -0.536 0.593
C -0.681 -1.826 0.833
O -1.002 -1.926 2.096
H -3.324 1.400 -0.894
H -2.294 -1.027 -0.979
H -0.654 -2.729 2.519
Ce -1.670 0.191 3.141
O -2.910 1.322 1.652
H -3.776 0.447 0.393

Molar mass (g/mol): 229.2
⟨S²⟩: 2.010
HOMO (alpha / beta) (eV): -23.0 / -23.6
Lowest unoccupied orbital energy (alpha / beta) (eV): -15.141 / -15.772
Total energy (eV): -22220.470
Energy above the lowest of the compared OMol25 structures with the same formula, charge and spin (kcal per mole): 136.4
Orbital gap (alpha / beta) (eV): 7.81 / 7.83
Spin multiplicity: 3
Net charge: +3

Löwdin atomic charge list, values in e, 4 entries: 0.3484 0.0009 -0.0177 -0.1053

Density functional theory data (ωB97M-V/def2-TZVPD) for a cluster of 3 separate species, C5H16NO2 in total.

Atoms and positions in Å:
C -0.690 -0.244 -0.523
C 0.568 -0.529 0.509
C 0.352 -1.918 1.038
C -1.431 -1.677 2.777
C -0.989 -2.139 1.586
N -0.611 0.962 -1.343
H -0.587 -1.254 -1.222
H -1.669 -0.285 -0.171
H 0.639 0.142 1.395
H 1.601 -0.356 0.138
H 0.518 -2.580 0.217
H 1.199 -2.284 1.790
H -0.719 -1.166 3.417
H -2.326 -2.128 3.315
H -1.485 -2.962 1.023
H -0.898 1.854 -0.872
H -1.032 0.756 -2.316
H 0.403 1.132 -1.665
H 2.820 0.938 -2.547
H 1.637 0.177 -3.308
O 2.163 0.287 -2.561
H 0.314 3.611 0.585
H -0.759 4.292 -0.265
O 0.058 3.766 -0.243

Molar mass (g/mol): 122.2
HOMO (eV): -12.6
Lowest unoccupied orbital energy (eV): -3.426
Total energy (eV): -11020.956
Energy above the lowest of the compared OMol25 structures with the same formula, charge and spin (kcal per mole): 67.5
Orbital gap (eV): 9.21
Spin multiplicity: 1
Net charge: +1

Löwdin atomic charge list, values in e, 4 entries: -0.1418 -0.1672 -0.2837 0.0231